ORCA calculation (wB97M-V/def2-TZVPD) on an isolated molecule of C2H6N4O.

Output
LUMO level = 0.72 eV
energy above the lowest of the compared OMol25 structures with the same formula, charge and spin = 70.4 kcal/mol
SMILES = [H]/N=C(N)/C(O)=N/N
energy = -10177.011 eV

Geometry as XYZ:
```
13
Properties=species:S:1:pos:R:3:forces:R:3:mulliken_charge:R:1
H -0.006 2.824 0.552 0.16 0.35 -0.10 0.22
N 0.123 2.014 -0.051 -0.10 1.87 0.22 -0.55
C -0.052 0.996 0.651 -1.34 -0.19 2.83 0.38
N -0.460 0.948 2.039 1.37 1.48 -4.99 -0.42
C 0.040 -0.282 -0.101 0.23 0.94 -0.82 0.42
O -0.571 -1.387 0.323 0.60 -1.55 -0.28 -0.51
N 0.603 -0.089 -1.208 1.14 -1.03 -2.71 -0.13
N 0.603 -1.140 -2.216 -2.37 0.09 -0.55 -0.70
H -0.443 0.051 2.331 -0.38 -2.84 2.19 0.19
H -0.692 1.776 2.519 -0.18 0.36 0.66 0.17
H -0.080 -2.082 -0.192 -0.90 0.24 0.60 0.41
H -0.458 -1.330 -2.469 2.72 0.40 0.54 0.24
H 1.059 -0.816 -3.138 -0.96 -0.12 2.41 0.28
```
Forces are in eV/Å.

***

ORCA calculation (wB97M-V/def2-TZVPD) on an isolated molecule of C2H6N4O.

Output
LUMO level = 0.75 eV
energy above the lowest of the compared OMol25 structures with the same formula, charge and spin = 71.0 kcal/mol
SMILES = [H]/N=C(N)/C(O)=N/N
energy = -10176.983 eV

Geometry as XYZ:
```
13
Properties=species:S:1:pos:R:3:forces:R:3:mulliken_charge:R:1
H -1.914 1.604 -1.555 0.20 0.20 0.09 0.23
N -1.127 0.976 -1.384 -1.53 1.03 -1.99 -0.56
C -0.847 0.862 -0.185 0.78 -1.19 2.91 0.31
N -1.458 1.449 0.913 -0.91 -0.09 -1.92 -0.44
C 0.190 -0.214 0.083 -0.12 0.93 -3.06 0.45
O 0.404 -0.712 1.310 1.24 -0.47 -0.74 -0.51
N 0.765 -0.547 -1.034 0.73 -1.59 2.14 -0.14
N 1.735 -1.618 -0.894 1.06 3.38 -4.07 -0.69
H -1.211 1.562 1.832 1.90 -1.07 2.35 0.21
H -1.917 2.295 0.744 -1.12 1.19 -1.18 0.20
H 1.266 -1.150 1.101 -0.37 0.04 1.26 0.45
H 1.441 -2.319 -0.352 -1.77 -3.45 2.74 0.19
H 1.857 -2.052 -1.850 -0.09 1.08 1.47 0.28
```
Forces are in eV/Å.

***

ORCA calculation (wB97M-V/def2-TZVPD) on a structure of composition C2H6N4O2.

Output
LUMO level = 0.75 eV
energy above the lowest of the compared OMol25 structures with the same formula, charge and spin = 78.2 kcal/mol
energy = -12223.262 eV

Geometry as XYZ:
```
14
Properties=species:S:1:pos:R:3:forces:R:3:mulliken_charge:R:1
N -0.553 0.049 0.031 -0.74 1.36 -1.23 0.49
C 1.099 -0.603 0.725 0.01 -1.20 2.75 0.69
N -1.021 -0.553 -1.143 -0.40 -0.26 0.54 -0.78
N 1.563 -1.800 0.265 -0.47 0.13 -0.38 -0.41
C -0.615 1.441 0.220 -0.82 -1.10 0.38 0.04
O -0.395 -0.787 1.158 2.65 1.09 -1.46 -0.50
N -1.039 2.144 -0.735 0.03 0.42 -0.38 -0.67
O 1.764 0.341 1.048 -0.55 -0.55 -0.11 -0.56
H -0.787 0.066 -1.920 0.10 -0.06 0.33 0.29
H -2.038 -0.572 -1.079 -0.05 0.02 -0.24 0.25
H 0.883 -2.522 0.095 0.01 0.02 0.18 0.23
H 2.453 -2.081 0.643 0.08 0.19 -0.33 0.26
H -1.011 3.137 -0.529 0.06 -0.09 0.11 0.26
H -0.303 1.741 1.219 0.10 0.03 -0.17 0.39
```
Forces are in eV/Å.

***

ORCA calculation (wB97M-V/def2-TZVPD) on an isolated molecule of C2H6N4O2.

Output
LUMO level = 0.00 eV
energy above the lowest of the compared OMol25 structures with the same formula, charge and spin = 128.8 kcal/mol
SMILES = NC(=O)N/N=C\NO
energy = -12221.068 eV

Geometry as XYZ:
```
14
Properties=species:S:1:pos:R:3:forces:R:3:mulliken_charge:R:1
N 0.462 -1.623 2.018 1.01 -0.19 -0.95 -0.48
C -0.629 -0.837 1.696 -2.13 1.58 0.70 0.41
O -1.615 -0.532 2.362 1.84 -1.58 -1.00 -0.56
N -0.267 -0.216 0.484 3.05 0.61 1.18 -0.03
N -0.985 0.900 0.065 1.99 1.55 -2.25 -0.59
C -0.370 1.410 -1.031 -0.53 -3.53 4.12 -0.21
N 0.657 0.724 -1.665 -2.22 -4.25 8.39 -0.17
O 1.073 1.113 -2.804 -5.46 2.62 -5.97 -0.40
H 1.064 -1.950 1.248 -0.67 0.93 0.15 0.25
H 0.304 -2.439 2.502 -0.93 -1.66 2.09 0.26
H 0.773 0.054 0.907 -2.63 -0.13 -2.61 0.32
H -0.670 2.379 -1.202 -0.52 2.11 -1.36 0.49
H 0.266 -0.325 -1.490 1.83 2.13 -1.04 0.34
H -0.062 1.340 -3.091 5.36 -0.18 -1.45 0.37
```
Forces are in eV/Å.

***

ORCA calculation (wB97M-V/def2-TZVPD) on an isolated molecule of C2H6N4O2.

Output
LUMO level = 0.61 eV
energy above the lowest of the compared OMol25 structures with the same formula, charge and spin = 118.2 kcal/mol
SMILES = [H]/N=C(/NO)N/C=N\O
energy = -12221.524 eV

Geometry as XYZ:
```
14
Properties=species:S:1:pos:R:3:forces:R:3:mulliken_charge:R:1
H 1.613 -2.535 0.359 -3.07 2.20 0.08 0.22
N 0.567 -2.144 0.293 1.43 0.73 0.06 -0.79
C 0.208 -0.888 0.169 2.03 -0.34 -1.52 0.56
N -0.975 -0.555 -0.483 -1.19 -3.51 -0.27 -0.12
O -1.774 -1.805 -0.869 1.61 0.68 0.99 -0.52
N 1.069 0.285 0.223 2.25 -2.47 2.44 -0.21
C 0.900 1.576 -0.246 5.09 -1.62 -3.76 0.08
N -0.069 2.298 -0.122 -1.22 1.85 0.10 -0.38
O -0.878 1.704 0.800 -4.34 3.51 1.15 -0.47
H -1.617 0.133 -0.074 0.39 -0.70 0.03 0.27
H -1.223 -2.643 -0.603 -0.55 2.65 -0.18 0.35
H 2.004 0.082 0.729 -2.27 0.48 -1.45 0.28
H 1.679 1.965 -1.011 -1.04 -0.72 1.52 0.30
H -1.504 2.527 0.834 0.86 -2.75 0.81 0.43
```
Forces are in eV/Å.

***

ORCA calculation (wB97M-V/def2-TZVPD) on a structure of composition C2H6N4O2.

Output
LUMO level = 0.56 eV
energy above the lowest of the compared OMol25 structures with the same formula, charge and spin = 92.0 kcal/mol
energy = -12222.664 eV

Geometry as XYZ:
```
14
Properties=species:S:1:pos:R:3:forces:R:3:mulliken_charge:R:1
C 1.460 -0.092 0.192 0.25 0.90 1.23 0.43
C -0.909 -0.076 -0.165 0.73 0.11 1.97 0.58
H 2.545 -1.765 -0.396 0.40 4.31 -0.82 0.31
H 3.369 -0.006 -0.305 -1.74 -1.99 -0.63 0.31
H 0.634 1.233 1.107 0.08 0.47 0.86 0.36
H -0.084 1.559 -0.936 -0.81 -0.75 0.34 0.30
H -2.075 -1.306 1.130 0.58 0.51 -0.82 0.25
H -3.074 0.673 -0.900 0.07 -3.40 4.63 0.41
N 2.507 -0.607 -0.586 0.19 -2.56 2.10 -0.53
N 1.600 0.980 0.913 -0.78 -1.96 -2.04 -0.63
N -0.968 1.134 -0.592 0.32 -1.20 -0.61 -0.75
N -2.027 -0.780 0.247 0.71 0.25 -0.83 -0.13
O 0.234 -0.865 0.177 0.62 1.90 -1.29 -0.38
O -3.211 -0.081 0.114 -0.62 3.42 -4.10 -0.52
```
Forces are in eV/Å.

***

Which value of energy above the lowest of the compared OMol25 structures with the same formula, charge and spin does entry 6 give?
92.0 kcal/mol

***

Please write out number 1 again, unchanged.
ORCA calculation (wB97M-V/def2-TZVPD) on an isolated molecule of C2H6N4O.

Output
LUMO level = 0.72 eV
energy above the lowest of the compared OMol25 structures with the same formula, charge and spin = 70.4 kcal/mol
SMILES = [H]/N=C(N)/C(O)=N/N
energy = -10177.011 eV

Geometry as XYZ:
```
13
Properties=species:S:1:pos:R:3:forces:R:3:mulliken_charge:R:1
H -0.006 2.824 0.552 0.16 0.35 -0.10 0.22
N 0.123 2.014 -0.051 -0.10 1.87 0.22 -0.55
C -0.052 0.996 0.651 -1.34 -0.19 2.83 0.38
N -0.460 0.948 2.039 1.37 1.48 -4.99 -0.42
C 0.040 -0.282 -0.101 0.23 0.94 -0.82 0.42
O -0.571 -1.387 0.323 0.60 -1.55 -0.28 -0.51
N 0.603 -0.089 -1.208 1.14 -1.03 -2.71 -0.13
N 0.603 -1.140 -2.216 -2.37 0.09 -0.55 -0.70
H -0.443 0.051 2.331 -0.38 -2.84 2.19 0.19
H -0.692 1.776 2.519 -0.18 0.36 0.66 0.17
H -0.080 -2.082 -0.192 -0.90 0.24 0.60 0.41
H -0.458 -1.330 -2.469 2.72 0.40 0.54 0.24
H 1.059 -0.816 -3.138 -0.96 -0.12 2.41 0.28
```
Forces are in eV/Å.

***

Among the records above, which one has the lowest energy?
number 3